C5H4N | the ωB97M-V functional and the def2-TZVPD basis

XYZ file:
```
10
Properties=species:S:1:pos:R:3:nbo_charge:R:1
N -1.33 0.12 -0.41 -0.236
C -0.44 0.99 -0.74 0.106
C 0.42 -1.00 0.86 -0.324
C 1.38 -0.07 0.53 0.473
C 1.04 0.85 -0.47 -0.318
C -0.94 -0.85 0.34 0.111
H -1.54 -1.64 0.55 0.253
H 1.78 1.57 -0.95 0.318
H -0.48 1.89 -1.37 0.288
H 0.71 -1.92 1.48 0.328
```

HOMO-LUMO gap (alpha / beta) = 6.54 / 6.90 eV
LUMO (alpha / beta) = -0.3316 / -0.3194 Ha
maximum force = 7.13 eV/A
spin multiplicity = 1
net charge = +1
E_HOMO (alpha / beta) = -15.566 / -15.590 eV

---

C3H5NO3 | the ωB97M-V functional and the def2-TZVPD basis

XYZ file:
```
12
Properties=species:S:1:pos:R:3:nbo_charge:R:1
O -0.03 0.74 1.56 -0.596
O -0.95 1.65 -1.17 -0.436
O 0.26 -0.79 -2.20 -0.531
N 1.30 -0.99 -0.20 -0.822
C -1.09 0.24 0.86 -0.157
C 0.48 -0.41 -1.09 0.638
C -0.40 0.79 -0.50 0.285
H 1.32 -0.68 0.77 0.426
H -1.19 -0.85 0.93 0.176
H 1.79 -1.82 -0.47 0.412
H 0.53 1.31 0.52 0.416
H -2.02 0.80 0.99 0.189
```

HOMO-LUMO gap (alpha / beta) = 8.28 / 8.28 eV
LUMO (alpha / beta) = -0.0533 / -0.0533 Ha
maximum force = 5.50 eV/A
spin multiplicity = 1
net charge = 0
E_HOMO (alpha / beta) = -9.732 / -9.731 eV

---

C13H15FeN2O3 | the ωB97M-V functional and the def2-TZVPD basis

XYZ file:
```
34
Properties=species:S:1:pos:R:3:mulliken_spin:R:1
Fe -0.09 -3.12 1.41 2.618
O 1.05 -2.46 4.04 0.027
O -2.22 -1.22 1.97 -0.005
O -1.37 -5.32 2.53 0.124
N -0.91 3.43 -0.90 0.002
N 0.05 1.53 -0.27 0.028
C -1.32 -1.92 1.81 -0.025
C -0.23 -0.70 -1.12 0.007
C 0.91 0.31 -0.65 -0.037
C -0.72 2.01 0.92 0.015
C 0.77 -2.66 2.93 0.035
C 0.55 2.54 -2.52 0.008
C 0.95 -2.81 -0.42 0.272
C 1.94 -1.96 0.22 -0.113
C -1.43 3.29 0.42 -0.001
C -0.12 2.44 -1.22 -0.007
C -0.25 -2.11 -0.63 0.495
C 1.87 -0.57 0.21 0.497
C -0.84 -4.59 1.78 -0.054
H 1.12 -3.88 -0.71 0.005
H -2.53 3.23 0.34 0.000
H -0.25 -0.54 -2.22 0.051
H -1.21 -2.59 -0.87 0.005
H 2.81 -0.10 0.51 0.012
H 1.55 0.74 -1.49 0.023
H 0.08 3.39 -3.03 0.002
H -1.20 -0.35 -0.76 0.011
H -1.04 4.24 -1.54 0.001
H 1.59 2.80 -2.32 -0.002
H 0.02 2.32 1.67 0.003
H -1.17 4.21 0.99 0.000
H -1.47 1.29 1.29 0.000
H 0.42 1.64 -3.10 -0.007
H 2.73 -2.51 0.73 0.010
```

HOMO-LUMO gap (alpha / beta) = 6.06 / 6.33 eV
LUMO (alpha / beta) = -0.0914 / -0.1804 Ha
maximum force = 8.64 eV/A
spin multiplicity = 5
net charge = +1
E_HOMO (alpha / beta) = -8.546 / -11.244 eV

---

Q: Which of these has the highest maximum force?
A: C13H15FeN2O3

---

Q: Look up the spin multiplicity of the second one.
A: 1

---

Q: Look up the spin multiplicity of the third one.
A: 5